Record 1
A structure of composition C24H20ClCoN2O2S in a non-equilibrium geometry, computed with wB97M-V/def2-TZVPD.

Structure (XYZ):
```
51
Properties=species:S:1:pos:R:3:mulliken_charge:R:1
Co 1.551 0.619 -1.728 -0.306
Cl -3.901 -2.237 -5.175 -0.152
C -2.454 -1.494 -4.612 0.080
C -1.731 -0.648 -5.470 -0.493
C -0.557 -0.052 -5.062 -0.740
C -0.094 -0.269 -3.768 0.868
O 1.048 0.287 -3.369 -0.670
C -0.815 -1.112 -2.899 -0.295
C -0.325 -1.396 -1.611 1.281
N 0.738 -0.868 -1.066 0.315
C 1.217 -1.270 0.222 0.718
C 0.735 -2.268 1.021 -0.959
C 1.364 -2.522 2.262 -1.031
C 2.445 -1.796 2.678 -0.966
C 2.962 -0.762 1.859 0.943
C 4.071 0.053 2.182 -0.630
C 4.481 1.027 1.309 -0.799
C 3.794 1.197 0.098 -0.095
N 2.769 0.434 -0.238 -0.219
C 2.335 -0.525 0.630 0.927
C -2.007 -1.735 -3.343 -1.027
H -2.111 -0.472 -6.467 0.452
H 0.012 0.588 -5.721 0.504
H -0.863 -2.145 -1.038 0.294
H -0.101 -2.885 0.726 0.435
H 0.980 -3.320 2.881 0.472
H 2.924 -2.012 3.622 0.488
H 4.591 -0.102 3.118 0.506
H 5.325 1.665 1.527 0.470
H 4.105 1.952 -0.615 0.521
H -2.559 -2.403 -2.696 0.481
C -3.259 -1.052 3.243 -1.468
C -2.336 -0.130 2.508 0.861
C -2.626 0.278 1.200 -0.990
C -1.790 1.143 0.521 -0.520
C -0.631 1.593 1.154 0.790
C -0.311 1.187 2.444 -0.616
C -1.173 0.336 3.115 -0.676
S 0.491 2.680 0.352 0.402
C -0.512 4.098 -0.031 -1.135
O 0.689 2.110 -1.094 -0.230
H -4.237 -1.100 2.771 0.391
H -3.390 -0.730 4.275 0.395
H -2.850 -2.065 3.270 0.301
H -3.538 -0.065 0.729 0.433
H -2.035 1.463 -0.484 0.492
H 0.587 1.552 2.927 0.456
H -0.943 0.036 4.129 0.484
H -1.484 3.788 -0.407 0.371
H 0.030 4.682 -0.772 0.448
H -0.611 4.668 0.892 0.432
```

E, hartree: -3427.15237
LUMO (spin up / spin down), eV: -7.58 / -8.25
Total charge: +2

Record 2
A structure of composition C24H50BO16PS6 in a non-equilibrium geometry, computed with wB97M-V/def2-TZVPD.

Structure (XYZ):
```
98
Properties=species:S:1:pos:R:3:mulliken_charge:R:1
C 4.590 -0.957 0.260 -1.022
C 4.043 -1.351 -1.123 0.022
B 2.487 -1.109 -1.321 0.716
O 1.918 -1.425 -2.530 -0.611
C 1.622 -0.472 -0.140 -0.037
O 2.039 0.940 -0.206 -0.264
S 0.784 1.907 -0.494 1.077
O 1.020 2.932 -1.446 -0.607
O 0.396 2.373 0.802 -0.529
O -0.193 0.796 -1.101 -0.399
C 0.089 -0.356 -0.282 -0.466
P -0.973 -1.835 -0.587 0.476
O -2.168 -1.731 0.275 -0.606
H 4.489 0.119 0.433 0.228
H 5.656 -1.189 0.373 0.177
H 4.042 -1.524 1.022 0.253
H 4.521 -0.700 -1.881 0.282
H 4.314 -2.376 -1.409 -0.054
H 2.637 -1.392 -3.175 0.286
H 1.770 -0.847 0.875 0.337
H -0.252 -0.051 0.721 0.669
H -1.429 -1.838 -1.929 0.057
H -0.272 -3.025 -0.278 0.034
C -1.316 4.958 3.318 -0.659
C -1.023 5.163 1.827 -0.239
C -1.987 6.240 1.314 -0.741
S -2.368 7.287 2.723 1.027
O -3.770 7.146 3.038 -0.520
O -1.765 8.583 2.540 -0.696
C -1.416 6.357 3.919 -0.732
H -0.541 4.369 3.805 0.344
H -2.266 4.432 3.438 0.303
H 0.007 5.502 1.702 0.283
H -1.131 4.238 1.267 0.120
H -1.540 6.847 0.531 0.345
H -2.921 5.807 0.959 0.404
H -1.918 6.380 4.884 0.410
H -0.435 6.825 3.995 0.356
C 9.980 -3.610 0.447 -0.616
C 9.557 -4.778 -0.453 -0.758
C 8.025 -4.776 -0.518 -0.080
S 7.513 -3.077 -0.270 1.330
O 6.792 -2.990 0.975 -0.685
O 6.977 -2.547 -1.502 -0.673
C 9.156 -2.412 -0.017 -0.826
H 11.049 -3.410 0.377 0.365
H 9.747 -3.842 1.488 0.291
H 9.968 -4.632 -1.454 0.307
H 9.932 -5.731 -0.081 0.374
H 7.660 -5.119 -1.479 -0.269
H 7.591 -5.377 0.278 0.461
H 9.117 -1.606 0.713 0.381
H 9.512 -2.034 -0.975 0.386
C -7.169 7.012 3.772 -0.576
C -8.504 6.932 4.523 -0.676
C -9.285 5.744 3.947 -0.663
S -8.052 4.580 3.346 1.196
O -8.172 4.483 1.912 -0.667
O -8.051 3.408 4.185 -0.678
C -6.627 5.589 3.734 -0.547
H -6.470 7.690 4.257 0.327
H -7.338 7.374 2.755 0.315
H -8.314 6.766 5.586 0.308
H -9.075 7.856 4.433 0.337
H -9.898 5.254 4.700 0.362
H -9.903 6.041 3.102 0.360
H -5.857 5.443 2.981 0.263
H -6.260 5.281 4.712 0.343
C 3.122 -6.700 -3.990 -0.537
C 3.627 -5.533 -4.848 -0.697
C 4.867 -4.955 -4.153 -0.006
S 5.601 -6.311 -3.232 1.224
O 5.504 -6.015 -1.824 -0.627
O 6.852 -6.685 -3.844 -0.737
C 4.356 -7.528 -3.643 -0.794
H 2.378 -7.297 -4.515 0.355
H 2.663 -6.315 -3.077 0.280
H 3.900 -5.902 -5.839 0.303
H 2.862 -4.770 -4.982 0.352
H 5.594 -4.575 -4.866 0.427
H 4.602 -4.174 -3.441 -0.282
H 4.206 -8.197 -2.799 0.406
H 4.714 -8.086 -4.508 0.356
C -7.525 -1.696 -1.598 -0.590
C -6.981 -0.506 -2.399 -0.615
C -5.826 0.099 -1.593 -0.659
S -5.130 -1.247 -0.621 1.117
O -5.357 -0.970 0.773 -0.686
O -3.824 -1.579 -1.119 -0.568
C -6.304 -2.493 -1.151 -0.747
H -8.204 -2.308 -2.192 0.342
H -8.073 -1.333 -0.726 0.294
H -6.613 -0.857 -3.366 0.298
H -7.755 0.236 -2.593 0.317
H -5.051 0.509 -2.236 0.336
H -6.176 0.864 -0.902 0.380
H -6.509 -3.175 -0.330 0.392
H -5.857 -3.033 -1.986 0.351
```

E, hartree: -4903.57766
LUMO, eV: 0.08

Record 3
A structure of composition C38H41BCl2N2O3PW, computed with wB97M-V/def2-TZVPD.

Structure (XYZ):
```
89
Properties=species:S:1:pos:R:3:mulliken_charge:R:1
W 0.501 1.082 0.213 -0.657
C 1.570 -4.051 -3.784 -0.631
C 1.578 -2.674 -3.941 -0.676
C 1.479 -1.845 -2.833 -0.480
C 1.375 -2.392 -1.558 0.889
C 1.375 -3.781 -1.405 -0.269
C 1.469 -4.605 -2.514 -0.863
P 1.363 -1.307 -0.108 2.564
C 0.372 -2.179 1.150 -0.071
C -0.799 -2.738 0.839 -1.120
C -1.909 -2.823 1.841 -0.967
C -1.529 -2.933 3.333 -0.493
C -0.158 -2.330 3.709 -0.679
C 0.644 -1.708 2.544 -1.100
C 3.046 -1.304 0.534 0.207
C 3.921 -2.357 0.509 -0.630
C 5.191 -2.226 1.107 -0.971
C 5.548 -1.050 1.706 -0.864
C 4.667 0.058 1.730 1.158
C 5.030 1.293 2.321 -0.864
C 4.159 2.341 2.299 -1.011
C 2.887 2.211 1.692 -0.345
C 2.469 1.030 1.109 -0.565
C 3.392 -0.067 1.132 0.513
H 1.645 -4.696 -4.649 0.428
H 1.657 -2.240 -4.930 0.492
H 1.469 -0.774 -2.969 -0.020
H 1.293 -4.220 -0.418 0.446
H 1.464 -5.680 -2.388 0.447
H -1.032 -2.983 -0.193 0.603
H -2.670 -3.543 1.550 0.589
H -1.824 -3.843 3.845 0.463
H 0.414 -2.866 4.460 0.500
H 1.713 -1.660 2.745 0.935
H 3.652 -3.288 0.026 0.490
H 5.880 -3.059 1.085 0.444
H 6.524 -0.947 2.164 0.423
H 6.005 1.392 2.781 0.415
H 4.437 3.288 2.742 0.476
H 2.238 3.077 1.680 0.487
Cl 2.331 1.730 -1.879 0.078
C 2.275 3.409 -2.527 -0.623
Cl 0.858 4.288 -2.005 -0.068
H 2.269 3.316 -3.606 0.423
H 3.167 3.904 -2.164 0.441
N -4.134 -1.247 5.344 -0.537
C -3.283 -1.385 4.586 0.230
C -2.211 -1.560 3.630 0.537
C -2.590 -1.404 2.141 -0.864
C -1.932 -0.303 1.391 -1.392
N -0.772 0.166 1.662 -0.159
C -0.051 -0.323 2.836 -0.688
C -0.834 -0.959 4.001 -0.799
H -3.661 -1.407 1.959 0.837
H -2.401 0.066 0.484 1.375
H 0.646 0.451 3.149 0.832
H -0.778 -0.448 4.957 0.609
C -2.735 -1.181 -2.978 -1.694
C -2.135 0.181 -3.297 1.442
C -2.150 0.432 -4.791 -1.828
O -0.749 0.126 -2.850 -0.606
B -0.684 0.672 -1.603 2.399
O -1.867 1.321 -1.261 -0.622
C -2.733 1.338 -2.441 1.260
C -2.572 2.709 -3.074 -1.762
C -4.163 1.124 -1.987 -1.838
H -2.153 -1.949 -3.487 0.448
H -3.771 -1.252 -3.311 0.418
H -2.699 -1.385 -1.905 0.034
H -1.749 -0.437 -5.313 0.462
H -1.548 1.299 -5.053 0.354
H -3.170 0.596 -5.144 0.347
H -1.551 2.873 -3.418 0.262
H -2.804 3.469 -2.327 0.420
H -3.252 2.837 -3.917 0.395
H -4.278 0.205 -1.415 0.354
H -4.834 1.078 -2.846 0.383
H -4.473 1.962 -1.362 0.444
C -2.334 3.535 1.323 -0.980
C -0.963 3.285 1.923 0.944
C -0.328 4.552 2.463 -1.560
O -0.118 2.730 0.923 -0.180
H -2.966 4.079 2.027 0.539
H -2.830 2.601 1.057 0.027
H -2.229 4.131 0.415 0.170
H -1.053 2.555 2.740 -0.077
H -0.265 5.306 1.677 0.336
H 0.676 4.357 2.839 0.376
H -0.925 4.954 3.282 0.408
```

E, hartree: -3161.34126
2S+1: 3
LUMO (spin up / spin down), eV: -2.68 / -3.40
Total charge: +1
Energy above the lowest of the compared OMol25 structures with the same formula, charge and spin, kcal per mole: 101.4

Record 4
A cluster of 5 separate species, H9O4S in total, computed with wB97M-V/def2-TZVPD.

Structure (XYZ):
```
14
Properties=species:S:1:pos:R:3:mulliken_charge:R:1
S -1.852 0.934 0.204 -0.728
H -0.535 0.925 0.491 -0.143
H 2.642 1.115 1.247 0.310
H 1.602 0.229 0.606 0.392
O 2.414 0.718 0.401 -0.684
H -1.145 -1.253 -0.605 0.255
H 0.168 -1.266 -1.347 0.407
O -0.489 -1.882 -0.989 -0.690
H -0.216 0.865 -1.669 0.245
H 1.279 1.071 -1.355 0.350
O 0.683 0.693 -2.013 -0.705
H 0.806 -1.822 1.405 0.353
H -0.131 -0.814 1.983 0.327
O 0.724 -1.239 2.173 -0.691
```

E, hartree: -704.61922
LUMO, eV: 3.60
Total charge: -1
Energy above the lowest of the compared OMol25 structures with the same formula, charge and spin, kcal per mole: 10.3

Record 5
The molecule C6H10BrCl in a non-equilibrium geometry, computed with wB97M-V/def2-TZVPD.

Structure (XYZ):
```
18
Properties=species:S:1:pos:R:3:mulliken_charge:R:1
C -0.588 -0.978 1.543 -0.637
C -1.275 -1.052 0.192 -0.622
C 0.871 0.477 -0.949 0.444
C -0.284 0.088 0.338 0.788
C 1.890 -0.551 -1.213 -1.164
C -0.947 1.443 0.643 -1.652
Cl 1.693 1.990 -0.486 -0.144
Br -0.304 0.978 -2.517 -0.121
H -0.927 -0.509 2.478 0.245
H 0.087 -1.776 1.918 0.242
H -0.947 -1.910 -0.340 0.252
H -2.344 -0.852 -0.054 0.218
H 1.596 -1.531 -1.470 0.347
H 2.461 -0.749 -0.210 0.297
H 2.593 -0.265 -2.008 0.357
H -1.943 1.325 1.191 0.405
H -1.326 1.704 -0.324 0.431
H -0.305 2.169 1.269 0.312
```

E, hartree: -3268.72284
LUMO, eV: 0.61
Energy above the lowest of the compared OMol25 structures with the same formula, charge and spin, kcal per mole: 43.7
SMILES: CC1([C@](C)(Cl)Br)CC1

Record 6
A cluster of 3 separate species, C5H8O in total in a non-equilibrium geometry, computed with wB97M-V/def2-TZVPD.

Structure (XYZ):
```
14
Properties=species:S:1:pos:R:3:mulliken_charge:R:1
C -0.486 -1.474 0.588 -1.084
C -0.043 -0.225 0.687 0.574
C -0.878 0.937 0.616 -0.352
C -0.187 1.771 -0.161 -0.378
O 1.117 1.502 -0.373 -0.379
C 1.310 0.210 0.188 -0.409
H -0.303 -1.519 -1.865 0.146
H -1.500 -1.719 0.873 0.281
H 0.200 -2.302 0.459 0.350
H -1.935 0.934 0.828 0.367
H -0.473 2.735 -0.512 0.452
H -0.592 -0.726 -1.680 -0.124
H 2.068 0.299 0.955 0.271
H 1.702 -0.424 -0.602 0.286
```

E, hartree: -270.43854
LUMO, eV: 1.13
Energy above the lowest of the compared OMol25 structures with the same formula, charge and spin, kcal per mole: 74.9